Density functional theory data (ωB97M-V with the def2-TZVPD basis set) for C20H14Co2NO6 as an isolated structure at a distorted geometry.

XYZ file:
```
43
Properties=species:S:1:pos:R:3:forces:R:3:nbo_charge:R:1
O 2.674 0.987 1.959 -1.22 -0.25 -0.46 -0.53
C 1.718 0.683 1.377 1.72 -0.01 -0.16 0.60
Co 0.263 0.251 0.543 1.14 0.39 0.96 0.01
C 0.222 -1.003 1.773 0.24 -1.29 1.44 0.51
O 0.492 -1.833 2.537 -0.39 0.65 -0.67 -0.58
C 0.099 1.991 0.353 -0.60 2.48 -0.48 0.50
O 0.244 3.133 0.208 -0.12 -1.20 0.12 -0.56
C 0.857 -0.344 -1.133 2.97 -0.67 0.68 -0.41
C 1.766 0.501 -1.913 -0.38 -0.34 -0.53 0.04
C 1.309 1.669 -2.567 0.47 -0.44 -0.05 -0.24
C 2.238 2.533 -3.145 -0.22 -0.11 0.22 -0.22
C 3.603 2.259 -3.070 0.28 -0.04 -0.04 -0.25
C 4.047 1.050 -2.526 -0.30 -0.12 0.12 -0.22
C 3.126 0.157 -1.978 0.00 0.37 -0.14 -0.24
C 0.877 -1.735 -0.795 4.77 0.66 0.13 -0.07
C 1.644 -2.677 -0.241 0.06 -0.49 -0.92 -0.63
Co -0.704 -1.229 -1.296 -5.51 -0.67 -1.26 -0.18
C -1.891 0.035 -1.662 -1.58 0.97 -0.48 0.57
O -2.743 0.745 -1.993 1.29 -0.66 0.46 -0.55
C -1.439 -2.530 -0.343 -1.68 -1.12 1.97 0.57
O -1.939 -3.358 0.305 1.20 1.24 -1.35 -0.56
C -0.853 -2.136 -2.791 0.16 -0.65 -2.44 0.59
O -1.018 -2.763 -3.748 0.19 0.68 1.37 -0.53
H 0.232 1.855 -2.641 0.45 0.03 0.16 0.21
H 1.883 3.438 -3.633 0.13 -0.10 0.08 0.20
H 4.330 2.986 -3.436 -0.21 -0.22 -0.04 0.20
H 5.105 0.784 -2.509 -0.20 0.20 -0.09 0.20
H 3.431 -0.816 -1.589 -0.01 0.35 0.03 0.22
H 1.315 -3.715 -0.284 0.11 0.13 0.52 0.19
H 2.648 -2.443 0.125 -0.21 -0.18 -0.21 0.19
C -2.436 -1.615 3.376 -0.17 0.35 0.09 -0.40
N -2.486 -0.279 2.790 0.02 0.24 -0.55 -0.35
C -2.836 0.848 3.485 0.28 0.82 -0.33 -0.09
C -2.814 1.941 2.605 -0.12 -1.13 0.19 -0.31
C -2.510 1.424 1.320 -0.01 -1.43 0.50 -0.30
C -2.202 0.044 1.466 -3.48 1.34 0.85 -0.07
H -2.301 -2.351 2.581 0.08 0.11 0.22 0.23
H -1.624 -1.685 4.114 -0.17 -0.08 -0.35 0.21
H -3.387 -1.812 3.886 0.14 -0.02 -0.12 0.19
H -3.112 0.810 4.537 0.32 -0.05 -0.32 0.20
H -3.009 2.973 2.869 -0.06 -0.20 -0.05 0.21
H -2.521 1.955 0.378 0.15 -0.01 0.24 0.22
H -2.296 -0.728 0.704 0.45 0.51 0.66 0.22
```
Positions in Å, forces in eV/Å.

Output
* relative energy (zero: lowest compared OMol25 entry of this formula, charge and spin): 33.72 kcal/mol
* E_HOMO: -2.9481 eV
* LUMO: 3.03 eV
* total charge: -1
* total energy: -109992.81477 eV